ORCA calculation (wB97M-V/def2-TZVPD) on a structure of composition C7H17NO at a distorted geometry.

The value obtained for the frontier orbital gap is 8.149 eV. As for the energy relative to the best compared isomer or geometry (same formula, charge and spin): 320.1 kJ/mol.

The geometry in XYZ format:
```
26
Properties=species:S:1:pos:R:3:lowdin_charge:R:1
C 0.401 0.286 0.908 -0.48
C -0.055 0.108 -0.461 -0.42
C -1.974 -0.121 0.009 -0.14
C 0.392 -0.858 1.902 -0.04
C -0.037 1.337 -1.359 -0.05
C 2.324 0.599 0.504 0.01
C 0.353 -1.144 -1.215 -0.06
N -2.739 -0.685 -1.057 -0.02
O -0.049 1.465 1.501 -0.01
H 0.323 1.527 2.393 0.11
H -2.554 -1.674 -1.188 0.07
H -2.596 -0.213 -1.942 0.06
H -2.097 -0.724 0.906 0.08
H -2.285 0.901 0.221 0.09
H 1.204 -0.721 2.623 0.08
H -0.531 -0.864 2.491 0.08
H 0.524 -1.829 1.430 0.08
H -0.327 -1.311 -2.058 0.08
H 0.917 1.420 -1.886 0.08
H -0.209 2.261 -0.806 0.08
H -0.813 1.257 -2.128 0.08
H 2.915 0.066 1.253 0.02
H 2.462 1.671 0.654 0.03
H 2.747 0.319 -0.460 0.02
H 0.349 -2.041 -0.597 0.07
H 1.354 -1.031 -1.638 0.08
```